Entry 1:
Computed, not measured: C28H29ClOsPSi as an isolated structure at a distorted geometry, with the ωB97M-V functional and the def2-TZVPD basis.

Results
**<S²>**: 6.09
**M**: 650.283 g mol⁻¹
**F_max**: 4.6 eV/A
**Highest occupied orbital energy (spin up / spin down)**: -8.9689 / -10.7999 eV
**Spin multiplicity**: 5
**Frontier orbital gap (spin up / spin down)**: 6.149 / 5.596 eV
**Energy relative to the best compared isomer or geometry (same formula, charge and spin)**: 0.00 kJ/mol
**Charge**: +1

CARTESIAN COORDINATES (ANGSTROEM)
C -1.148533 -2.405233 1.913136
C -0.563094 -2.416481 0.606100
C 0.846205 -2.650737 0.752152
H -1.084192 -2.277934 -0.334448
C 1.134697 -2.782541 2.151360
C -0.106693 -2.673743 2.870197
H -0.224223 -2.742924 3.942291
H -2.202146 -2.285078 2.137961
H 1.564984 -2.683980 -0.055813
H 2.110657 -2.958873 2.587892
Os 0.292571 -0.822097 1.848249
Cl 1.577517 0.894069 1.054318
P -0.050051 0.508097 -2.964870
C 1.167715 -0.695984 -3.314738
C 1.050559 -1.594785 -4.403627
H 0.147197 -1.584941 -5.010023
C 2.103327 -2.455237 -4.700802
H 2.034851 -3.128682 -5.558226
C 3.261885 -2.465776 -3.906461
H 4.097537 -3.125877 -4.163998
C 3.345037 -1.637679 -2.772942
H 4.238196 -1.674656 -2.145162
C 2.305901 -0.771940 -2.462465
H 2.356605 -0.123193 -1.586525
C -1.739296 0.029532 -3.021890
C -2.092302 -1.348078 -2.989885
H -1.331994 -2.097628 -2.778222
C -3.386506 -1.741837 -3.303082
H -3.633528 -2.801436 -3.381078
C -4.381677 -0.779971 -3.532025
H -5.394330 -1.088970 -3.812946
C -4.077637 0.585001 -3.375179
H -4.873566 1.324316 -3.460004
C -2.775052 1.000874 -3.121076
H -2.532720 2.061868 -3.029451
C 0.369462 2.210184 -3.077879
C 0.929029 2.744204 -4.266877
H 1.189041 2.062803 -5.077610
C 1.108236 4.121020 -4.369747
H 1.500494 4.547697 -5.292873
C 0.789394 4.963018 -3.293854
H 0.912804 6.043334 -3.396868
C 0.328718 4.428915 -2.081936
H 0.114277 5.088937 -1.239720
C 0.131274 3.057658 -1.959159
H -0.205351 2.609665 -1.021345
C -1.525323 1.416730 6.744287
Si 0.041063 0.536172 6.182922
C 1.669161 1.356637 6.625727
C 0.110669 -1.303918 6.610953
C -0.198346 0.870297 4.375667
C -0.140105 0.310004 3.251041
H -1.649204 1.574846 7.818974
H -2.392513 0.856665 6.364956
H -1.513203 2.394920 6.240981
H 1.787911 1.536660 7.699725
H 2.516485 0.745866 6.280664
H 1.698553 2.318997 6.096621
H -0.801544 -1.831638 6.293311
H 0.966433 -1.790671 6.120425
H 0.224678 -1.456489 7.692917

Cartesian forces (eV/Å) of the 6 atoms listed first:
C -0.6 -1.2 -0.3
C 0.0 -1.4 -0.4
C -0.7 -0.7 -0.1
H 0.0 0.0 0.3
C 0.4 -1.2 0.2
C 0.0 -0.6 -0.5

Listed below, in e, are the Mulliken charges computed for each atom: C -0.8518; C 0.0514; C -0.4652; H 0.2764; C -0.6571; C -0.2682; H 0.4080; H 0.3858; H 0.4700; H 0.3971; Os 0.7857; Cl -0.5467; P 0.4252; C 0.4483; C -0.2304; H 0.4793; C -0.6515; H 0.4016; C -0.3900; H 0.4010; C -0.6338; H 0.4445; C -0.3485; H 0.4100; C 0.7775; C -0.5808; H 0.4837; C -0.7255; H 0.4112; C -0.4721; H 0.3902; C -0.5966; H 0.4123; C -0.5189; H 0.3996; C 0.1981; C -0.3317; H 0.4213; C -0.6525; H 0.3892; C -0.3962; H 0.3902; C -0.6187; H 0.4137; C -0.0436; H 0.4524; C -1.0078; Si 0.2954; C -0.9743; C -1.0081; C 0.7650; C -0.8591; H 0.3503; H 0.3006; H 0.3055; H 0.3370; H 0.2891; H 0.3080; H 0.2864; H 0.2816; H 0.3864

Entry 2:
Computed, not measured: C28H29CrF6N4O2S3Sb as an isolated structure at a distorted geometry, with the ωB97M-V functional and the def2-TZVPD basis.

Results
**<S²>**: 8.81
**M**: 837.511 g mol⁻¹
**F_max**: 4.1 eV/A
**Highest occupied orbital energy (spin up / spin down)**: -5.3536 / -5.7080 eV
**Spin multiplicity**: 6
**Frontier orbital gap (spin up / spin down)**: 7.501 / 5.135 eV
**Energy relative to the best compared isomer or geometry (same formula, charge and spin)**: 25.23 kJ/mol
**Charge**: -1

CARTESIAN COORDINATES (ANGSTROEM)
Cr -0.428436 -9.126220 18.575025
C -1.501881 -11.181732 20.387303
N -0.475153 -11.073166 19.303376
C 0.901581 -11.260206 19.839905
C 1.968604 -10.700513 18.910649
N 1.796025 -9.252331 18.671262
C 2.354120 -8.382913 19.758365
C 2.382197 -8.797430 17.451864
C 3.534368 -9.324085 16.877771
C 4.119694 -8.693806 15.785944
C 3.576098 -7.516471 15.257130
C 2.431212 -6.962060 15.817270
C 1.790052 -7.650333 16.869467
S 0.149607 -7.199681 17.237789
C -0.774108 -12.094300 18.284811
C -1.089898 -13.379214 18.696685
C -1.382963 -14.328955 17.739703
C -1.337511 -14.022455 16.385146
C -1.016399 -12.737557 15.984573
C -0.745427 -11.756947 16.936581
S -0.412630 -10.136070 16.407423
H -1.312390 -12.026514 21.048160
H -1.476473 -10.276728 20.966092
H -2.493638 -11.277868 19.942879
H 0.938111 -10.792182 20.823653
H 1.104337 -12.339394 19.978262
H 2.930826 -10.932247 19.379740
H 1.882299 -11.211348 17.956248
H 3.414347 -8.260477 19.529833
H 1.834265 -7.428028 19.776817
H 2.228821 -8.838712 20.739480
H 4.023843 -10.172354 17.345036
H 5.026327 -9.116065 15.351944
H 4.013956 -7.016970 14.405478
H 1.965050 -6.084389 15.397810
H -1.111292 -13.639732 19.747092
H -1.662238 -15.320551 18.037556
H -1.553319 -14.782422 15.649909
H -1.042974 -12.447325 14.941601
C -2.898391 -0.745786 17.090962
C -2.554487 -1.903674 17.987187
C -1.339824 -2.580544 17.858462
C -1.074867 -3.694078 18.618751
C -2.017007 -4.160404 19.503392
C -3.209493 -3.482748 19.691530
C -3.448837 -2.340584 18.963685
S -1.689624 -5.673604 20.323817
O -0.291514 -5.607988 20.685928
O -2.705417 -5.855685 21.338371
N -1.741575 -6.758302 19.156021
C -2.805717 -7.516792 18.879486
C -4.176907 -7.197460 19.026685
C -5.122421 -8.072772 18.558709
C -4.769873 -9.297480 17.982625
C -3.437107 -9.592223 17.921089
N -2.493696 -8.756987 18.396202
H -1.992409 -0.202310 16.793212
H -3.588175 -0.034673 17.563528
H -3.401993 -1.102596 16.173220
H -0.599004 -2.246255 17.151560
H -0.134523 -4.218465 18.497166
H -3.943678 -3.799847 20.446735
H -4.350530 -1.778825 19.089516
H -4.466419 -6.257360 19.453581
H -6.159934 -7.817343 18.637376
H -5.496666 -10.008519 17.624234
H -3.089631 -10.528971 17.462341
F -0.194528 -8.685169 20.414887
Sb 0.547516 -8.642997 23.281677
F 2.012989 -9.959690 22.278498
F -0.850095 -10.235219 23.065310
F 1.238193 -9.026880 24.920440
F -0.843690 -7.271918 23.963873
F 1.698570 -6.863633 22.867926

Cartesian forces (eV/Å) of the 6 atoms listed first:
Cr 0.2 0.2 0.7
C -0.1 0.2 -0.1
N -0.7 -0.7 -0.5
C 0.0 -0.2 0.5
C -0.1 -0.3 0.4
N -0.6 -0.4 -0.2

Listed below, in e, are the Mulliken charges computed for each atom: Cr -0.0693; C -1.1361; N 1.4826; C -1.0992; C -1.3572; N 1.5665; C -1.0990; C -0.3608; C -0.3749; C -0.6663; C -0.5897; C -0.7925; C 0.8785; S -0.2501; C -0.5908; C -0.6343; C -0.9175; C -0.6680; C -0.9649; C 1.3592; S -0.4644; H 0.4156; H 0.1414; H 0.4618; H 0.6209; H 0.5503; H 0.4332; H 0.7389; H 0.4765; H 0.1826; H 0.2303; H 0.4436; H 0.3913; H 0.3858; H 0.4677; H 0.3751; H 0.4280; H 0.3900; H 0.4358; C -1.4077; C 0.9759; C -0.8661; C -0.4676; C -0.2815; C -0.3725; C -0.7703; S 1.4274; O -0.7242; O -0.7611; N 0.1419; C 0.2761; C -0.8452; C -0.4393; C -1.0195; C -0.2063; N 1.0378; H 0.3511; H 0.3669; H 0.2611; H 0.3533; H 0.4781; H 0.4573; H 0.3774; H 0.3838; H 0.4144; H 0.4390; H 0.2621; F -0.5432; Sb 2.0435; F -0.7424; F -0.6678; F -0.4985; F -0.6174; F -0.6369